1.
Here is C4H7BiO3 as an isolated structure at a distorted geometry from the Open Molecules 2025 dataset. Energies are from ωB97M-V/def2-TZVPD.

```
! wB97M-V def2-TZVPD RIJCOSX def2/J DEFGRID3
* xyz 1 2
H 2.8586 -1.5102 -0.5567
O -0.9541 -0.3438 0.8136
C 0.2571 -0.1790 0.3320
O 0.7050 0.9782 0.3225
Bi 2.1609 1.2624 -1.2070
O 0.9136 -1.2482 0.0073
C 1.9878 -0.9865 -0.9806
H 1.6825 -1.5655 -1.8659
C -1.9220 -1.1759 0.1426
H -1.5780 -1.3772 -0.8797
H -1.9826 -2.1334 0.6751
C -3.2442 -0.4507 0.1460
H -3.4187 0.0528 1.1058
H -3.2861 0.2949 -0.6587
H -4.0479 -1.1820 -0.0133
*
```

Summary:
E: -596.63805 Ha
⟨S²⟩: 0.753
Energy above the lowest of the compared OMol25 structures with the same formula, charge and spin: 0.0 kcal per mole
F_max: 3.32 eV/A
HOMO (spin up / spin down): -12.8547 / -15.3272 eV
LUMO (spin up / spin down): -5.07 / -5.94 eV

These are the Mulliken partial charges, in e, on atoms 1 to 8: number 1, H, carries 0.301; number 2, O, carries -0.242; number 3, C, carries 0.939; number 4, O, carries -0.551; number 5, Bi, carries 0.846; number 6, O, carries -0.263; number 7, C, carries -0.710; number 8, H, carries 0.338


2.
Here is a 3-piece molecular cluster, C4H10O overall from the Open Molecules 2025 dataset. Energies are from ωB97M-V/def2-TZVPD.

```
! wB97M-V def2-TZVPD RIJCOSX def2/J DEFGRID3
* xyz 0 1
H 1.5877 2.5244 0.8151
H 0.9690 2.2019 1.0797
C -2.1373 -0.3766 -0.4036
C -1.2152 0.7085 0.0854
O -0.9927 0.9278 1.2519
H -1.6904 -0.9051 -1.2521
H -2.3582 -1.0731 0.4083
H -3.0736 0.0752 -0.7543
H -0.7426 1.3289 -0.7053
C 2.0579 -0.4264 -0.6901
C 1.1760 -1.3656 -0.3646
H 2.3911 -0.2814 -1.7147
H 2.4835 0.2365 0.0596
H 0.7513 -2.0351 -1.1103
H 0.8459 -1.5044 0.6621
*
```

Summary:
E: -233.55823 Ha
Energy above the lowest of the compared OMol25 structures with the same formula, charge and spin: 54.4 kcal per mole
F_max: 0.41 eV/A
HOMO: -9.9103 eV
LUMO: 1.12 eV

These are the Mulliken partial charges, in e, on atoms 1 to 8: number 1, H, carries 0.222; number 2, H, carries -0.234; number 3, C, carries -0.989; number 4, C, carries 0.217; number 5, O, carries -0.476; number 6, H, carries 0.262; number 7, H, carries 0.286; number 8, H, carries 0.349


3.
Here is C3H9N2O as an isolated structure at a distorted geometry from the Open Molecules 2025 dataset. Energies are from ωB97M-V/def2-TZVPD.

```
! wB97M-V def2-TZVPD RIJCOSX def2/J DEFGRID3
* xyz 1 1
C -0.1648 -0.2457 -1.7695
C 0.0352 0.0653 2.1355
C 0.9106 0.1104 0.3560
N -1.0409 0.2324 -2.6680
N -0.1844 0.2644 -0.5706
O 1.5192 -1.0786 0.2458
H 0.6261 -0.9195 -2.0856
H -0.5693 1.0870 2.1739
H -0.5042 -0.8925 2.1834
H 0.7769 0.1115 2.8819
H 1.4278 1.0803 0.3921
H -1.0186 -0.0953 -3.5766
H -1.7343 0.8606 -2.2200
H -1.0300 0.7905 -0.3713
H 2.3802 -1.0356 -0.1113
*
```

Summary:
E: -304.14798 Ha
Energy above the lowest of the compared OMol25 structures with the same formula, charge and spin: 64.2 kcal per mole
F_max: 6.40 eV/A
HOMO: -13.7115 eV
LUMO: -3.84 eV

These are the Mulliken partial charges, in e, on atoms 1 to 8: number 1, C, carries 0.215; number 2, C, carries -1.002; number 3, C, carries -0.136; number 4, N, carries -0.298; number 5, N, carries -0.135; number 6, O, carries -0.471; number 7, H, carries 0.362; number 8, H, carries 0.336


4.
Here is a 3-piece molecular cluster, C15H24BrN4O overall at a distorted geometry from the Open Molecules 2025 dataset. Energies are from ωB97M-V/def2-TZVPD.

```
! wB97M-V def2-TZVPD RIJCOSX def2/J DEFGRID3
* xyz 1 1
C 5.5493 0.0404 -0.8880
C 4.5360 0.9568 -0.0188
C 3.2433 0.0368 0.2798
O 2.5350 -0.1679 -0.9789
N 1.1891 -0.0309 -0.8039
C 0.6874 1.2457 -0.9869
C -0.7772 1.5846 -0.7870
C -1.5595 0.3424 -0.3664
C -0.7496 -0.9203 -0.2869
Br -1.7807 -2.5624 0.1981
N 0.5941 -1.1645 -0.4865
H 5.3385 -1.0711 -0.7065
H 6.6441 0.2200 -0.6308
H 5.3400 0.2762 -1.9926
H 4.1750 1.8067 -0.6802
H 5.0339 1.3298 0.9327
H 3.6600 -0.9392 0.7196
H 2.5966 0.4932 1.0985
H 1.3893 2.0856 -1.2985
H -1.2179 2.6110 -0.9165
H -2.6626 0.3468 -0.1315
C -3.2107 -5.9764 2.1677
C -2.6105 -6.5834 0.9052
C -3.2130 -7.9427 0.5469
C -2.9262 -8.9614 1.5609
N -2.7063 -9.7568 2.3616
H -3.0142 -6.5984 3.0440
H -2.7754 -4.9914 2.3568
H -4.2926 -5.8550 2.0679
H -1.5268 -6.6717 1.0279
H -2.7818 -5.8944 0.0710
H -2.8008 -8.2715 -0.4116
H -4.2940 -7.8484 0.4107
C -0.3899 7.8436 -1.1882
C -1.3680 6.8706 -0.5416
C -0.6752 5.7048 0.1683
C 0.0632 4.8466 -0.7627
N 0.6506 4.1803 -1.4957
H 0.1973 7.3602 -1.9731
H -0.9320 8.6741 -1.6449
H 0.2998 8.2558 -0.4473
H -2.0572 6.4928 -1.3030
H -1.9707 7.4160 0.1907
H -1.4316 5.1020 0.6812
H 0.0020 6.0848 0.9383
*
```

Summary:
E: -3453.79700 Ha
F_max: 5.45 eV/A
HOMO: -13.0562 eV
LUMO: -5.29 eV

These are the Mulliken partial charges, in e, on atoms 1 to 8: number 1, C, carries -0.902; number 2, C, carries -0.319; number 3, C, carries -0.533; number 4, O, carries -0.281; number 5, N, carries 0.769; number 6, C, carries 0.049; number 7, C, carries -0.417; number 8, C, carries -0.316


5.
Here is an isolated ion of composition C3H6NO2 and charge +1 at a distorted geometry from the Open Molecules 2025 dataset. Energies are from ωB97M-V/def2-TZVPD.

```
! wB97M-V def2-TZVPD RIJCOSX def2/J DEFGRID3
* xyz 1 1
N -0.0095 1.3613 0.4380
C -0.7091 0.3641 -0.2594
C 0.3943 -0.6859 -0.8534
C 0.0395 -1.6770 0.2863
O 0.4235 -2.7112 0.6891
O -0.8478 -0.9014 0.8863
H 0.9930 1.0793 0.5880
H -0.4528 1.5131 1.3949
H 0.0740 2.3208 0.1234
H -1.7052 0.5455 -0.7074
H 1.4031 -0.2129 -0.6674
H 0.3970 -0.9958 -1.9183
*
```

Summary:
E: -322.80491 Ha
Energy above the lowest of the compared OMol25 structures with the same formula, charge and spin: 46.4 kcal per mole
F_max: 6.84 eV/A
HOMO: -14.9958 eV
LUMO: -4.50 eV

These are the Mulliken partial charges, in e, on atoms 1 to 8: number 1, N, carries -0.349; number 2, C, carries 0.082; number 3, C, carries -0.723; number 4, C, carries 0.665; number 5, O, carries -0.432; number 6, O, carries -0.369; number 7, H, carries 0.378; number 8, H, carries 0.401


6.
Here is a 2-piece molecular cluster, C4H9NO2 overall at a distorted geometry from the Open Molecules 2025 dataset. Energies are from ωB97M-V/def2-TZVPD.

```
! wB97M-V def2-TZVPD RIJCOSX def2/J DEFGRID3
* xyz 0 1
C 0.6897 -1.0055 -0.0517
C 0.2206 0.0366 -0.8532
C 0.7261 1.4308 -0.6875
N -0.7370 -0.1632 -1.7776
H 1.6736 -0.8961 0.3843
H 0.4382 -2.0134 -0.3550
H 0.4935 2.0583 -1.5465
H 1.8088 1.4217 -0.5597
H 0.2738 1.8580 0.2087
H -1.2741 -1.0144 -1.6919
H -1.2955 0.6361 -2.0398
O -1.8223 -0.5517 0.7688
C -0.7708 -0.6989 1.4064
O -0.2973 0.4023 2.1310
H -0.5523 -1.6434 1.9477
H 0.4249 0.1427 2.7160
*
```

Summary:
E: -363.00006 Ha
Energy above the lowest of the compared OMol25 structures with the same formula, charge and spin: 53.6 kcal per mole
F_max: 2.27 eV/A
HOMO: -8.1844 eV
LUMO: 0.84 eV

These are the Mulliken partial charges, in e, on atoms 1 to 8: number 1, C, carries -1.166; number 2, C, carries 0.913; number 3, C, carries -1.338; number 4, N, carries -0.448; number 5, H, carries 0.389; number 6, H, carries 0.357; number 7, H, carries 0.393; number 8, H, carries 0.317


7.
Here is a 2-piece molecular cluster, CH8N2S2 overall at a distorted geometry from the Open Molecules 2025 dataset. Energies are from ωB97M-V/def2-TZVPD.

```
! wB97M-V def2-TZVPD RIJCOSX def2/J DEFGRID3
* xyz 0 1
N -2.1189 -1.2579 -0.3379
C -2.3640 0.0652 0.2182
N -1.9870 0.1380 1.6118
H -1.9137 -1.8529 0.4532
H -2.9807 -1.6428 -0.6894
H -3.4067 0.3919 0.1242
H -1.8532 0.8310 -0.3702
H -2.7834 0.3196 2.2036
H -1.3463 0.8972 1.7956
S 1.2140 0.6916 -1.2289
S 2.0689 -0.2132 0.4849
H 2.0485 1.5155 -1.8826
H 3.2186 0.4774 0.4636
*
```

Summary:
E: -948.73694 Ha
Energy above the lowest of the compared OMol25 structures with the same formula, charge and spin: 20.4 kcal per mole
F_max: 1.27 eV/A
HOMO: -8.4600 eV
LUMO: 0.14 eV

These are the Mulliken partial charges, in e, on atoms 1 to 8: number 1, N, carries -0.591; number 2, C, carries -0.236; number 3, N, carries -0.584; number 4, H, carries 0.231; number 5, H, carries 0.237; number 6, H, carries 0.302; number 7, H, carries 0.213; number 8, H, carries 0.208


8.
Here is one molecule with the formula C2H6O3S at a distorted geometry from the Open Molecules 2025 dataset. Energies are from ωB97M-V/def2-TZVPD.

```
! wB97M-V def2-TZVPD RIJCOSX def2/J DEFGRID3
* xyz 0 1
C -0.7380 0.4338 -1.2015
C 0.5338 -0.2855 1.5602
O -1.3346 1.6843 -1.0045
O 0.7561 -1.6352 -0.6162
O 1.7748 0.0062 0.9606
S -0.3692 -1.0370 0.1152
H 0.2046 0.7468 -1.5148
H -1.2453 -0.3696 -1.9232
H -2.1914 1.4411 -0.6015
H 0.4447 -1.0135 2.3008
H 0.2044 0.7298 1.8095
H 1.9602 -0.7013 0.1153
*
```

Summary:
E: -703.60126 Ha
Energy above the lowest of the compared OMol25 structures with the same formula, charge and spin: 70.1 kcal per mole
F_max: 4.53 eV/A
HOMO: -9.4673 eV
LUMO: 0.19 eV

These are the Mulliken partial charges, in e, on atoms 1 to 8: number 1, C, carries -0.375; number 2, C, carries -0.278; number 3, O, carries -0.453; number 4, O, carries -0.626; number 5, O, carries -0.549; number 6, S, carries 0.380; number 7, H, carries 0.317; number 8, H, carries 0.272